ORCA calculation (the ωB97M-V functional and the def2-TZVPD basis) on an isolated molecule of C6H15N3.

gap between HOMO and LUMO	9.67	eV
relative energy (zero: lowest compared OMol25 entry of this formula, charge and spin)	1.284	eV
LUMO level	0.88	eV
DFT total energy	-401.84009	hartree
max |F|	0.0658	Eh/bohr
2S+1	1
charge	0

XYZ file:
```
24
Properties=species:S:1:pos:R:3:forces:R:3:mulliken_charge:R:1
C 0.00678 0.66312 -0.24378 2.275 -0.425 1.213 1.782
C -1.08799 1.43399 0.50059 -0.019 -0.218 0.232 -1.800
C -0.19807 0.79231 -1.75158 0.141 -0.233 -0.204 -1.513
C 2.62536 0.61309 -0.07835 0.074 -0.175 -0.185 -0.866
C -1.84408 -2.02490 0.90990 -0.239 -0.199 -0.060 -0.916
N 1.34596 1.20239 0.30373 -1.134 1.096 -0.604 -0.472
N -0.60967 -1.32354 1.24306 -0.023 0.454 1.264 -0.435
C 0.14290 -0.81968 0.19003 -0.349 -1.915 -2.770 -0.177
N 0.77327 -1.67554 -0.57525 -0.842 1.812 1.258 -0.627
H 1.38049 2.16902 -0.01984 -0.079 -0.041 0.299 0.301
H -0.78992 -0.63152 1.96501 0.033 -0.122 -0.230 0.306
H 0.72510 -2.57966 -0.09409 0.080 0.128 -0.168 0.294
H -0.92152 1.44985 1.58374 0.107 -0.043 -0.214 0.462
H -2.07231 0.98625 0.32278 0.110 0.135 -0.111 0.304
H -1.11776 2.48206 0.17878 0.042 -0.236 -0.094 0.413
H 0.55059 0.23720 -2.32416 -0.064 0.066 0.223 0.343
H -1.17829 0.38128 -2.02663 0.156 0.086 0.057 0.388
H -0.17359 1.84131 -2.06675 0.001 -0.058 0.167 0.378
H 2.83390 -0.28334 0.51108 -0.104 0.018 -0.294 0.247
H 3.42440 1.32556 0.15300 -0.255 0.056 0.079 0.367
H 2.69831 0.39682 -1.14800 0.066 -0.285 0.021 0.292
H -2.07889 -2.75630 1.68704 -0.036 0.090 -0.068 0.308
H -2.67678 -1.31847 0.82031 -0.124 -0.138 -0.027 0.264
H -1.75818 -2.56131 -0.04061 0.183 0.147 0.214 0.357
```
Positions in Å, forces in eV/Å.

ORCA calculation (the ωB97M-V functional and the def2-TZVPD basis) on an isolated molecule of C6H15N3O2.

gap between HOMO and LUMO	9.37	eV
relative energy (zero: lowest compared OMol25 entry of this formula, charge and spin)	0.909	eV
LUMO level	0.83	eV
DFT total energy	-552.32822	hartree
max |F|	0.0994	Eh/bohr
2S+1	1
charge	0

XYZ file:
```
26
Properties=species:S:1:pos:R:3:forces:R:3:mulliken_charge:R:1
C -2.23734 -0.49123 1.44247 0.351 -1.334 0.323 0.247
C -0.70656 1.12926 -2.13680 0.907 -0.847 1.767 -1.050
C 1.78073 1.69286 0.57752 -1.348 -1.298 -0.885 -1.215
C -0.52764 -0.27183 -1.37565 -3.131 1.838 0.703 -0.924
C 1.25693 0.26403 0.19910 0.694 -0.836 2.092 -0.944
C -0.79424 -1.06364 1.12972 1.676 1.544 -1.432 0.893
N -0.92467 -2.38484 0.64171 -4.240 2.822 -0.444 -0.566
N 0.02348 -0.93040 2.32804 -0.333 0.384 -1.117 -0.558
N -0.11369 -0.07335 0.01519 -2.573 -0.019 0.898 0.189
O -2.28790 0.81565 1.36369 -1.340 0.130 0.520 -0.534
O -3.13056 -1.20125 1.85270 0.695 0.580 -0.460 -0.606
H 0.24673 1.60932 -2.39421 -0.001 -0.249 0.287 0.272
H -1.19948 0.96659 -3.05956 -0.769 -0.105 -0.880 0.428
H -1.25910 1.84276 -1.49125 0.121 -0.507 -0.457 0.216
H 0.94462 2.25640 1.01135 0.619 0.219 0.096 0.269
H 2.61898 1.50690 1.22194 0.203 0.400 0.703 0.344
H 2.18201 2.14200 -0.32940 -0.288 0.467 0.069 0.301
H 0.03787 -0.94754 -1.93284 1.752 -0.982 -0.836 0.514
H -1.52787 -0.81315 -1.40093 0.855 0.910 0.347 0.368
H 1.51207 -0.44768 1.01274 0.771 0.773 -0.466 0.498
H 1.78261 -0.02594 -0.65677 0.965 -0.656 -1.470 0.501
H -0.27075 -3.03051 0.84521 2.778 -2.314 1.021 0.235
H -1.86501 -2.61654 0.99179 0.564 -0.872 -0.413 0.276
H -0.27277 -0.21854 2.95475 -0.233 0.797 0.331 0.203
H 0.10227 -1.76293 2.84170 -0.057 -1.330 0.505 0.195
H -1.52375 1.04282 0.83465 1.363 0.486 -0.802 0.447
```
Positions in Å, forces in eV/Å.